[1]
Formula: C21H27BrCrIN4O4PS2
Source: OMol25
Level of theory: the ωB97M-V functional and the def2-TZVPD basis

Atoms and positions in Å:
Cr (-0.422, 0.093, -1.167)
Br (-3.938, -1.154, -1.927)
C (-2.630, -0.963, -3.290)
C (-3.000, -1.428, -4.542)
C (-2.078, -1.357, -5.567)
C (-0.827, -0.847, -5.287)
C (-0.545, -0.424, -4.006)
N (-1.442, -0.451, -2.995)
C (0.887, -0.029, -3.647)
O (1.677, 0.170, -4.549)
O (1.099, -0.021, -2.381)
H (-3.983, -1.850, -4.683)
H (-2.331, -1.714, -6.558)
H (-0.036, -0.778, -6.022)
I (-0.605, -4.371, 2.453)
C (0.154, -3.894, 0.571)
C (1.461, -4.187, 0.229)
C (1.905, -3.799, -1.025)
C (1.037, -3.115, -1.863)
N (-0.215, -2.814, -1.524)
C (-0.652, -3.225, -0.335)
H (2.122, -4.694, 0.920)
H (2.918, -4.008, -1.341)
H (1.367, -2.779, -2.839)
H (-1.684, -2.987, -0.090)
C (4.681, 1.755, 2.021)
C (4.280, 0.974, 0.781)
C (4.255, -0.523, 1.020)
O (3.033, 1.460, 0.225)
P (1.538, 1.396, 0.738)
S (0.481, 2.527, -0.497)
S (0.861, -0.491, 0.899)
O (1.710, 2.056, 2.188)
C (0.771, 2.220, 3.277)
C (0.598, 0.928, 4.052)
C (-0.552, 2.800, 2.812)
H (5.746, 1.599, 2.210)
H (4.120, 1.420, 2.893)
H (4.502, 2.820, 1.881)
H (4.981, 1.196, -0.019)
H (3.600, -0.774, 1.855)
H (5.267, -0.861, 1.255)
H (3.898, -1.051, 0.135)
H (1.277, 2.945, 3.913)
H (0.091, 0.174, 3.450)
H (0.007, 1.127, 4.951)
H (1.568, 0.530, 4.357)
H (-1.100, 2.070, 2.210)
H (-0.393, 3.689, 2.204)
H (-1.153, 3.060, 3.687)
C (-4.872, 2.668, 0.701)
N (-3.808, 1.672, 0.690)
C (-3.651, 0.620, 1.568)
C (-2.562, -0.069, 1.138)
N (-2.062, 0.536, 0.008)
C (-2.834, 1.574, -0.228)
H (-5.361, 2.651, 1.671)
H (-5.609, 2.452, -0.070)
H (-4.455, 3.659, 0.535)
H (-4.308, 0.466, 2.409)
H (-2.093, -0.939, 1.567)
H (-2.692, 2.286, -1.027)

Summary:
2S+1 = 5
Kohn-Sham gap (spin up / spin down) = 7.0 / 8.0 eV
HOMO level (spin up / spin down) = -6.84 / -7.91 eV
Total charge = 0

***

[2]
Formula: C11H25FNO9S
Source: OMol25
Level of theory: the ωB97M-V functional and the def2-TZVPD basis

Atoms and positions in Å:
C (0.453, 2.010, -0.956)
C (1.624, 2.045, -2.109)
N (1.866, 0.705, -2.793)
S (3.205, 0.828, -3.949)
F (3.531, 2.495, -4.319)
H (-0.636, 1.854, -1.415)
H (0.502, 3.054, -0.389)
H (0.587, 1.126, -0.179)
H (2.609, 2.480, -1.611)
H (1.264, 2.782, -2.972)
H (1.031, 0.512, -3.421)
H (4.327, 0.305, -3.235)
C (-4.542, -2.373, 0.044)
O (-3.720, -2.860, -1.015)
C (-2.651, -2.075, -1.298)
O (-2.359, -1.031, -0.737)
O (-1.962, -2.652, -2.316)
C (-0.802, -1.929, -2.724)
H (-5.365, -3.079, 0.185)
H (-3.974, -2.316, 0.978)
H (-4.965, -1.397, -0.213)
H (-0.085, -1.854, -1.900)
H (-1.076, -0.935, -3.092)
H (-0.331, -2.481, -3.541)
C (-5.293, -5.489, 6.029)
O (-5.165, -5.434, 4.609)
C (-3.884, -5.459, 4.163)
O (-2.883, -5.521, 4.859)
O (-3.910, -5.402, 2.807)
C (-2.622, -5.420, 2.195)
H (-6.359, -5.463, 6.273)
H (-4.873, -6.421, 6.419)
H (-4.812, -4.622, 6.493)
H (-2.095, -6.349, 2.431)
H (-2.034, -4.550, 2.506)
H (-2.762, -5.370, 1.112)
C (5.058, 4.211, -2.224)
O (5.637, 5.315, -1.531)
C (4.839, 5.854, -0.575)
O (3.715, 5.477, -0.282)
O (5.508, 6.886, -0.001)
C (4.785, 7.553, 1.031)
H (5.782, 3.859, -2.964)
H (4.846, 3.389, -1.532)
H (4.149, 4.519, -2.751)
H (4.562, 6.865, 1.853)
H (3.865, 7.995, 0.635)
H (5.414, 8.359, 1.418)

Summary:
Kohn-Sham gap = 5.7 eV
HOMO level = -12.32 eV
Total charge = +1

***

[3]
Formula: C6H12NO
Source: OMol25
Level of theory: the ωB97M-V functional and the def2-TZVPD basis

Atoms and positions in Å:
C (1.505, -2.494, -0.720)
C (0.520, -2.035, -1.231)
C (-0.978, -0.780, 0.945)
C (1.709, 0.600, 0.744)
C (-1.690, 0.710, -0.899)
C (-0.573, 0.324, 0.045)
N (0.569, 0.906, -0.055)
O (-1.408, 1.987, -1.508)
H (2.316, -2.966, -0.316)
H (-1.595, -0.414, 1.745)
H (-1.548, -1.443, 0.330)
H (-0.070, -1.196, 1.396)
H (-0.414, -2.098, -1.717)
H (1.682, -0.549, 0.703)
H (1.475, 1.072, 1.725)
H (-2.682, 0.867, -0.475)
H (-1.773, -0.024, -1.697)
H (2.650, 0.829, 0.142)
H (0.660, 1.555, -0.765)
H (-2.135, 2.613, -1.432)

Summary:
Kohn-Sham gap = 10.6 eV
HOMO level = -14.64 eV
Total charge = +1

***

[4]
Formula: C34H37BrF2N3O6S2Zr
Source: OMol25
Level of theory: the ωB97M-V functional and the def2-TZVPD basis

Atoms and positions in Å:
Zr (-0.014, 0.254, 0.878)
F (3.797, -3.932, 1.021)
C (2.859, -3.308, 0.294)
C (2.280, -2.149, 0.782)
C (1.314, -1.480, 0.039)
C (0.973, -1.989, -1.232)
C (1.524, -3.202, -1.642)
F (1.152, -3.779, -2.803)
C (2.477, -3.875, -0.905)
C (0.040, -1.183, -2.046)
C (-0.305, -1.448, -3.372)
C (-1.112, -0.562, -4.062)
C (-1.567, 0.586, -3.434)
C (-1.207, 0.783, -2.118)
N (-0.439, -0.074, -1.433)
H (2.558, -1.816, 1.775)
H (2.903, -4.802, -1.262)
H (0.064, -2.331, -3.861)
H (-1.372, -0.766, -5.092)
H (-2.176, 1.318, -3.946)
H (-1.537, 1.660, -1.579)
C (0.708, -7.463, 3.717)
C (0.277, -6.044, 3.478)
C (0.362, -5.478, 2.208)
C (-0.005, -4.162, 1.987)
C (-0.466, -3.403, 3.053)
C (-0.583, -3.948, 4.326)
C (-0.207, -5.265, 4.527)
S (-0.881, -1.715, 2.829)
O (-1.287, -1.574, 1.394)
O (-1.871, -1.374, 3.812)
N (0.387, -0.775, 2.820)
C (0.691, 0.050, 3.982)
C (0.450, 1.516, 3.616)
O (0.512, 2.408, 4.415)
O (0.178, 1.678, 2.326)
H (0.620, -8.062, 2.812)
H (0.114, -7.928, 4.501)
H (1.753, -7.492, 4.033)
H (0.713, -6.079, 1.378)
H (0.042, -3.731, 0.996)
H (-0.977, -3.350, 5.136)
H (-0.299, -5.699, 5.515)
H (1.738, -0.062, 4.274)
H (0.074, -0.194, 4.847)
C (0.972, 5.874, -5.538)
C (0.614, 5.428, -4.151)
C (0.320, 6.341, -3.139)
C (-0.011, 5.895, -1.873)
C (-0.028, 4.522, -1.675)
Br (-0.462, 3.847, 0.060)
N (0.243, 3.630, -2.597)
C (0.557, 4.084, -3.815)
H (1.771, 6.615, -5.514)
H (0.114, 6.333, -6.031)
H (1.304, 5.035, -6.147)
H (0.352, 7.404, -3.342)
H (-0.244, 6.576, -1.069)
H (0.780, 3.325, -4.557)
O (-2.040, 0.921, 0.701)
S (-3.392, 0.393, 1.222)
C (-4.413, 1.900, 1.177)
C (-5.457, 1.719, 0.076)
C (-4.807, 0.851, -0.997)
C (-4.182, -0.313, -0.240)
H (-3.690, 2.684, 0.951)
H (-4.826, 2.068, 2.169)
H (-5.776, 2.687, -0.307)
H (-6.340, 1.215, 0.475)
H (-4.034, 1.412, -1.525)
H (-5.527, 0.496, -1.733)
H (-3.413, -0.878, -0.767)
H (-4.935, -1.008, 0.138)
C (3.953, 1.231, -0.710)
C (4.025, 2.180, 0.482)
C (2.761, 1.853, 1.256)
O (1.814, 1.337, 0.252)
C (2.480, 1.270, -1.046)
H (4.241, 0.218, -0.420)
H (4.572, 1.545, -1.548)
H (4.005, 3.217, 0.143)
H (4.913, 2.037, 1.095)
H (2.294, 2.706, 1.739)
H (2.923, 1.055, 1.983)
H (2.190, 2.160, -1.607)
H (2.128, 0.375, -1.550)

Summary:
Kohn-Sham gap = 8.4 eV
HOMO level = -11.04 eV
Total charge = +1

***

Calculated relative energy (zero: lowest compared OMol25 entry of this formula, charge and spin), 0.0; 233.4; 274.3; 27.4 kJ/mol (same order as the records).